The following is a DFT calculation (the ωB97M-V functional and the def2-TZVPD basis) of the molecule C20H22N4O5S2 at a distorted geometry.

The geometry in XYZ format:
```
53
Properties=species:S:1:pos:R:3:forces:R:3:lowdin_charge:R:1
C -4.4211 2.7717 -1.7916 0.302 0.091 -0.272 -0.066
C -3.9201 3.0686 -3.1962 -0.424 -0.345 0.017 -0.208
H -4.5167 3.8476 -3.6756 0.098 -0.106 0.017 0.122
H -3.9277 2.1612 -3.8096 -0.028 0.203 0.039 0.119
O -2.5886 3.5918 -3.1598 -0.035 0.368 -0.081 -0.009
C -1.5944 2.7173 -3.1024 0.201 0.040 -0.210 -0.601
O -1.7068 1.5245 -3.1895 -0.114 -0.123 -0.039 0.091
C -0.2701 3.4539 -2.9790 0.063 -0.236 0.502 -0.341
H 0.2014 3.5465 -3.9576 -0.023 0.000 0.025 0.092
H -0.4279 4.4348 -2.5352 -0.019 -0.045 -0.125 0.088
S 0.8787 2.4944 -1.9540 0.305 0.115 -0.380 1.022
C -0.1637 2.3223 -0.5827 0.004 0.120 0.076 -0.598
N -1.2993 2.9402 -0.3965 0.597 0.295 -0.866 0.044
N -1.8126 2.4949 0.7620 -0.585 -0.421 1.160 0.084
C -0.9855 1.6326 1.2768 -0.032 0.056 0.013 -0.272
N 0.1071 1.4871 0.4598 -0.421 0.586 -0.108 0.060
C 1.1618 0.5563 0.5614 0.365 -0.422 -0.147 -0.163
C 2.1879 0.7358 1.4612 0.109 -0.142 -0.120 0.085
C 3.2019 -0.2180 1.5609 -0.182 -0.043 -0.224 -0.271
C 3.1576 -1.3337 0.7350 0.272 0.163 0.279 -0.003
C 2.1254 -1.5053 -0.1752 -0.340 0.106 -0.253 0.000
C 1.1077 -0.5722 -0.2724 -0.045 0.039 -0.050 -0.245
O 0.0170 -0.6512 -1.0840 0.198 0.210 0.485 -0.106
C 0.0614 -1.5221 -2.1889 -0.042 -0.162 -0.234 -0.075
H 0.9832 -1.3862 -2.7609 -0.005 0.019 0.010 0.103
H -0.0289 -2.5692 -1.8804 0.033 0.041 0.006 0.072
H -0.7922 -1.2435 -2.8044 0.069 -0.062 -0.020 0.095
H 2.1160 -2.3876 -0.7957 -0.044 -0.089 -0.059 0.119
H 3.9220 -2.0921 0.7874 0.106 -0.048 0.034 0.108
O 4.1733 0.0471 2.4701 -0.158 0.203 0.052 -0.075
C 5.1634 -0.9264 2.6964 0.140 -0.113 0.026 -0.084
H 5.7912 -0.5277 3.4915 -0.012 -0.075 -0.063 0.094
H 4.7239 -1.8737 3.0232 0.002 0.013 -0.021 0.097
H 5.7754 -1.0947 1.8038 -0.035 -0.005 0.029 0.095
H 2.2175 1.6023 2.1014 -0.037 0.135 0.070 0.143
C -1.1946 0.8040 2.4931 0.050 0.064 0.167 -0.075
N -1.2432 -0.5953 2.1239 -0.281 0.077 -0.056 0.076
C -0.2452 -1.4551 2.4503 -0.019 0.074 0.276 -0.519
O 0.6395 -1.1776 3.2390 0.080 -0.058 0.079 0.076
C -0.3091 -2.7708 1.7987 -0.060 -0.651 -0.347 -0.433
C 0.6041 -3.7762 1.9652 -0.267 0.445 0.129 -0.106
C 0.3260 -4.9103 1.1803 -0.087 -0.103 -0.140 -0.173
C -0.7946 -4.7569 0.4249 -0.233 0.275 -0.053 -0.398
S -1.5318 -3.2260 0.6569 0.481 -0.281 0.253 1.064
H -1.2392 -5.4545 -0.2575 -0.065 -0.176 -0.119 0.064
H 0.9294 -5.8002 1.1753 0.073 -0.166 -0.021 0.103
H 1.4403 -3.6798 2.6327 0.152 0.084 0.134 0.120
H -1.8937 -0.8451 1.3938 0.090 0.025 0.034 0.107
H -2.1292 1.1095 2.9701 0.174 0.059 -0.034 0.131
H -0.3622 0.9101 3.1960 -0.199 0.004 -0.029 0.130
H -4.3617 3.6651 -1.1768 -0.039 0.066 0.096 0.080
H -3.8031 2.0061 -1.3313 0.007 -0.072 0.069 0.061
H -5.4500 2.4259 -1.8340 -0.139 -0.032 -0.003 0.075
```
Forces are in eV/Å.

Output
- Relative energy (zero: lowest compared OMol25 entry of this formula, charge and spin): 0.750 eV
- LUMO level: 0.38 eV
- E_HOMO: -8.2 eV